Formula: C2H2FIS
Source: OMol25
Level of theory: ωB97M-V/def2-TZVPD

Values from the calculation:
Largest force on an atom ... 0.062 hartree/bohr
Orbital gap (alpha / beta) ... 8.0 / 7.0 eV
Energy relative to the best compared isomer or geometry (same formula, charge and spin) ... 360.2 kJ/mol
E_LUMO (alpha / beta) ... -1.19 / -2.35 eV

Geometry as XYZ:
```
7
Properties=species:S:1:pos:R:3:nbo_charge:R:1
C 0.19 -0.82 -0.18 0.169
C -0.11 0.56 -0.27 -0.503
F 1.36 -1.09 -0.72 -0.317
S -0.68 -2.07 0.52 0.018
I -1.91 1.40 0.01 0.293
H 0.51 1.10 1.66 0.097
H 0.64 0.93 -1.01 0.244
```